[1]
Entry from OMol25: a molecular structure, C12H29DyNO2S2 in a non-equilibrium geometry (the ωB97M-V functional and the def2-TZVPD basis).

E_tot: -64225.5086 eV
total charge: +3
2S+1: 6

Structure (XYZ):
```
47
Properties=species:S:1:pos:R:3:forces:R:3:mulliken_spin:R:1
Dy -0.5252 -0.1511 -0.2411 1.61 -0.44 0.07 4.912
S 0.3983 -2.2992 1.1283 0.33 -0.56 -0.28 0.007
S 1.1414 1.7605 -1.1639 0.59 0.31 -0.53 -0.002
C 2.0488 -2.1992 1.9223 0.27 0.18 -0.05 0.000
C 0.8625 -3.2831 -0.3784 0.09 -0.02 0.15 0.003
C 1.7934 -2.5986 -1.3698 0.06 0.49 0.31 0.000
N 1.1800 -1.3310 -1.8754 -0.34 0.13 0.01 0.034
C 2.1804 -0.4651 -2.5912 -0.11 -0.25 0.55 -0.002
C 1.5840 0.9207 -2.7684 0.42 -0.03 0.17 0.003
H -0.0555 -3.5826 -0.9052 0.08 -0.09 0.46 -0.001
H 1.3425 -4.1593 0.0659 -0.19 -0.15 -0.36 0.000
H 1.9978 -3.2914 -2.1924 0.02 0.04 0.08 -0.001
H 2.7620 -2.3240 -0.9231 -0.37 -0.21 -0.10 0.000
H 2.4453 -0.8969 -3.5695 -0.10 0.20 0.24 0.000
H 3.0991 -0.4555 -1.9850 -0.33 0.06 -0.21 0.000
H 0.7075 0.8229 -3.4226 0.00 0.55 0.27 -0.001
H 2.3075 1.6073 -3.2145 -0.22 -0.10 -0.26 0.000
C 2.8324 2.0471 -0.4654 -0.12 -0.57 -0.20 -0.002
H 0.4664 -1.5912 -2.5626 0.27 -0.17 -0.20 0.000
H 3.3033 1.0734 -0.3489 0.13 0.12 0.05 0.000
H 2.8089 2.5551 0.4965 -0.34 0.04 -0.15 0.000
H 3.3824 2.6504 -1.1854 -0.12 0.05 -0.02 -0.001
H 2.0204 -1.4980 2.7734 -0.12 -0.42 -0.38 0.000
H 2.7785 -1.8546 1.1732 -0.23 -0.13 0.45 0.000
H 2.3065 -3.2156 2.2711 -0.20 0.52 -0.12 0.000
C -3.4014 -1.1810 -2.8819 0.21 0.01 0.13 0.001
C -4.2116 -0.6297 -1.9700 -0.13 -0.38 -0.19 -0.002
H -3.1345 -2.2460 -2.8541 0.01 0.46 0.14 0.000
H -3.0490 -0.6099 -3.7471 -0.35 -0.26 0.11 0.000
H -4.5503 -1.1721 -1.0825 -0.06 0.01 -0.45 0.000
H -4.6476 0.3628 -2.1182 0.19 -0.41 0.06 0.000
C -2.8721 1.7722 -0.7679 -0.83 1.22 -0.56 -0.001
O -2.5160 0.6402 0.0456 -0.40 -0.14 2.21 0.036
C -2.7678 0.6125 1.5875 0.57 0.51 -0.90 0.009
C -1.6472 1.3328 2.3405 0.44 0.63 0.11 0.000
O -0.3047 0.9756 1.8218 -1.32 -0.47 -0.44 0.011
C 0.7406 1.6921 2.5175 0.36 0.74 0.64 0.000
H -3.0780 1.3892 -1.7760 0.06 0.09 0.52 0.001
H -2.0458 2.4895 -0.8764 -0.14 0.01 0.52 0.001
H -3.7983 2.2728 -0.3932 0.84 -0.38 -0.18 0.000
H -3.7287 1.1204 1.7797 0.35 -0.48 -0.11 -0.002
H -2.7815 -0.4525 1.8402 -0.33 0.12 -0.25 0.000
H -1.7579 2.4178 2.2525 0.07 -0.06 -0.14 0.000
H -1.6229 1.1112 3.4235 -0.46 -0.22 -0.53 -0.001
H 1.0053 2.5866 1.9361 0.04 -0.35 0.14 0.000
H 0.3793 2.0521 3.5015 0.10 -0.39 -0.52 0.000
H 1.5984 1.0289 2.6936 -0.32 0.19 -0.27 -0.001
```
Forces are in eV/Å.



[2]
Entry from OMol25: a molecular structure, C19H33N5O5S in a non-equilibrium geometry (the ωB97M-V functional and the def2-TZVPD basis).

E_tot: -48756.9634 eV
2S+1: 1

Structure (XYZ):
```
63
Properties=species:S:1:pos:R:3:forces:R:3:mulliken_charge:R:1
N -0.8248 -6.6672 0.9198 0.35 -0.77 1.20 -0.412
C -1.1017 -6.1368 -0.0504 -0.15 0.45 -0.91 0.482
O -1.4217 -5.5280 -1.1426 -0.29 0.77 -0.02 -0.434
C -1.7224 -4.1474 -0.8827 0.19 -0.78 -0.30 0.335
C -3.0047 -3.7497 -0.7573 0.39 -0.14 -0.08 -0.539
C -3.2849 -2.3784 -0.5107 -0.01 -0.21 0.00 -0.514
C -2.2889 -1.4661 -0.3939 -0.20 0.51 0.15 -0.824
C -0.9469 -1.8840 -0.5358 0.36 0.15 0.03 0.718
N 0.1693 -1.1387 -0.4562 -0.41 0.52 0.09 -0.597
S 1.4034 -2.0998 -0.6851 0.04 -0.58 -0.06 0.250
N 0.6564 -3.5142 -0.8981 0.45 0.27 0.02 -0.647
C -0.6414 -3.2400 -0.7873 -0.29 -0.53 -0.08 0.821
H -3.7817 -4.4902 -0.8385 -0.22 -0.04 0.00 0.475
H -4.3196 -2.1017 -0.4030 -0.12 0.23 0.03 0.459
H -2.5016 -0.4282 -0.2020 -0.02 0.15 -0.05 0.408
C -3.3623 6.1501 -3.3678 -0.09 -0.03 0.07 -0.736
O -4.5620 5.4358 -3.1371 0.18 -0.01 -0.07 -0.348
C -5.1630 4.9137 -4.3169 -0.22 0.00 0.06 -0.802
C -5.1600 3.4009 -4.2911 0.22 -0.02 0.09 -0.216
N -3.8053 2.8782 -4.4217 -0.15 -0.05 0.06 -0.311
C -3.6900 1.4386 -4.2118 0.16 0.14 -0.05 -0.911
C -3.9994 0.8955 -2.8208 -0.01 -0.25 -0.07 -0.329
O -3.0782 1.3033 -1.8251 -0.13 0.14 0.05 -0.368
C -3.3729 2.5345 -1.1851 0.20 -0.09 0.05 -0.736
H -3.0423 6.5677 -2.4148 -0.03 -0.02 0.02 0.245
H -2.5682 5.4990 -3.7492 0.01 0.04 -0.07 0.312
H -3.5213 6.9710 -4.0730 0.04 0.00 -0.03 0.351
H -4.6571 5.2861 -5.2118 0.07 -0.04 0.01 0.409
H -6.1985 5.2654 -4.3428 0.01 0.02 -0.01 0.391
H -5.7659 3.0284 -5.1218 0.00 -0.03 0.00 0.379
H -5.6397 3.0858 -3.3541 -0.13 0.02 -0.04 0.185
H -3.2062 3.3527 -3.7589 0.03 0.03 0.00 0.110
H -2.6624 1.1570 -4.4545 -0.01 -0.04 0.01 0.426
H -4.3350 0.9298 -4.9347 -0.05 0.00 0.01 0.408
H -3.9176 -0.1947 -2.8727 0.02 0.01 0.02 0.319
H -5.0256 1.1164 -2.5039 0.01 0.12 0.00 0.350
H -4.4486 2.7163 -1.1286 -0.02 0.02 -0.05 0.344
H -2.8880 3.3755 -1.6867 -0.11 0.06 -0.02 0.218
H -2.9748 2.4834 -0.1707 -0.01 -0.04 -0.01 0.314
C 5.4021 -1.7734 0.7790 -0.09 0.10 0.02 -0.805
O 4.2598 -1.5300 1.5788 0.18 -0.11 -0.06 -0.294
C 3.8575 -2.6497 2.3637 -0.29 0.07 0.05 -0.753
C 4.0230 -2.3556 3.8385 0.22 0.12 -0.03 -0.260
N 5.4326 -2.2740 4.2015 -0.14 0.05 0.04 -0.323
C 5.6792 -1.8058 5.5623 0.15 -0.06 -0.14 -0.704
C 5.2828 -0.3734 5.9052 0.01 -0.03 0.22 -0.467
O 6.0411 0.6120 5.2292 -0.10 0.00 -0.10 -0.420
C 5.5418 1.0089 3.9651 0.18 0.07 0.06 -0.535
H 5.5631 -0.8912 0.1612 -0.03 0.02 0.02 0.258
H 6.2964 -1.9409 1.3883 0.01 -0.08 -0.04 0.345
H 5.2492 -2.6364 0.1237 0.05 -0.03 0.00 0.331
H 4.4100 -3.5495 2.0812 0.09 0.03 0.01 0.435
H 2.7973 -2.8275 2.1580 0.01 -0.03 -0.01 0.333
H 3.5528 -3.1564 4.4159 0.00 0.00 0.03 0.378
H 3.4845 -1.4219 4.0519 -0.13 -0.05 0.00 0.188
H 5.9016 -1.6536 3.5548 0.03 0.01 -0.02 0.106
H 6.7512 -1.9051 5.7493 -0.01 0.01 0.04 0.373
H 5.1742 -2.4828 6.2582 -0.05 0.00 0.00 0.397
H 5.4846 -0.2267 6.9698 0.01 0.01 -0.01 0.348
H 4.2105 -0.1928 5.7639 0.00 -0.02 -0.11 0.341
H 4.4517 0.9467 3.9204 -0.02 -0.05 -0.01 0.277
H 5.9716 0.4127 3.1552 -0.11 -0.04 -0.05 0.166
H 5.8370 2.0463 3.8045 0.00 0.00 0.04 0.299
```
Forces are in eV/Å.



[3]
Entry from OMol25: a molecular structure, C10H30O5P2SSiTc in a non-equilibrium geometry (the ωB97M-V functional and the def2-TZVPD basis).

ΔE to the lowest compared entry with this formula, charge and spin: 0.0 kJ/mol
2S+1: 4

Structure (XYZ):
```
50
Properties=species:S:1:pos:R:3:forces:R:3:mulliken_spin:R:1
Tc 0.5700 -0.1437 0.1454 0.75 -2.25 -0.97 2.771
Si 0.8935 2.1077 0.8014 -0.51 0.71 0.70 -0.056
P 0.3019 -0.8765 2.3834 0.29 -0.14 0.08 -0.075
P 1.1689 0.6778 -1.9607 1.33 -0.30 -1.71 0.013
H -0.4458 0.3100 1.1586 -2.27 1.52 0.45 -0.036
C -0.3313 -2.5717 2.3816 -0.04 0.18 0.25 0.072
H -0.6059 -2.8759 3.3882 -0.04 -0.13 0.12 0.002
H 0.4553 -3.2103 1.9840 0.03 -0.03 -0.11 0.003
H -1.2039 -2.6286 1.7304 0.04 -0.03 0.02 -0.034
C -0.8461 0.1275 3.3903 0.05 -0.10 0.18 -0.003
H -0.9291 -0.2712 4.3987 0.00 0.04 0.15 0.000
H -1.8391 0.1225 2.9258 0.18 -0.15 0.03 0.001
H -0.5220 1.1741 3.4303 0.13 -0.26 0.00 -0.001
C 1.9479 -0.8496 3.0803 0.39 -0.04 0.82 -0.005
H 1.8866 -0.7821 4.1767 0.27 -0.11 -0.23 -0.001
H 2.4901 0.0175 2.6673 -0.23 -0.44 0.28 -0.003
H 2.4590 -1.7714 2.7546 -0.14 0.39 0.14 -0.002
C 0.9394 -0.6124 -3.2293 -0.28 0.03 0.12 0.020
H 1.0828 -0.1743 -4.2180 0.07 -0.01 -0.03 0.001
H -0.0891 -0.9758 -3.1345 0.28 -0.05 -0.13 -0.006
H 1.6431 -1.4292 -3.0583 -0.12 0.10 0.04 0.002
C 0.3678 2.0750 -2.7470 -0.17 0.48 -0.03 0.005
H 0.8337 2.2125 -3.7286 -0.17 0.11 0.12 -0.002
H 0.4785 2.9827 -2.1480 -0.04 -0.04 -0.14 0.007
H -0.6934 1.8324 -2.8655 0.14 0.09 -0.03 -0.006
C 2.9700 1.0092 -2.0177 0.06 0.25 0.00 0.008
H 3.1679 1.6629 -2.8834 0.09 -0.26 0.27 0.000
H 3.5158 0.0520 -2.0985 -0.34 0.48 0.03 0.000
H 3.2718 1.5131 -1.0853 0.01 -0.22 -0.51 -0.001
C -0.6289 3.2172 0.8456 -0.46 0.85 0.25 0.032
H -1.4911 2.7834 1.4060 0.64 0.24 -0.40 -0.002
H -0.9866 3.4974 -0.1736 0.25 -0.24 0.69 -0.003
H -0.3245 4.1569 1.3666 -0.40 -0.50 -0.40 0.002
H 1.4898 2.0695 2.1535 0.04 0.24 0.37 0.004
H 1.8845 2.7945 0.0032 0.52 0.53 -0.41 0.004
C -3.1251 -0.6676 -1.4758 2.23 -0.89 0.37 -0.005
O -2.0794 -0.7469 -2.1306 -2.11 0.30 0.69 0.002
C -3.6150 -1.9192 -0.6817 0.04 0.37 -0.46 -0.021
H -4.5157 -1.6797 -0.1124 -0.02 -0.15 -0.17 0.001
H -2.8217 -2.1437 0.0652 -0.35 -0.04 -0.66 0.013
H -3.8054 -2.8021 -1.3364 0.37 0.71 0.50 0.000
C -3.7480 0.6705 -1.1166 0.31 -0.60 -0.25 0.014
H -4.2110 1.1595 -1.9744 0.05 -0.01 0.08 0.002
H -2.9568 1.2899 -0.7000 0.15 0.20 -0.22 0.001
H -4.4518 0.4906 -0.3281 -0.66 0.22 0.22 0.003
O 3.1710 -0.9211 0.2605 -1.52 -1.40 -0.59 0.050
S 2.6379 -2.2395 -0.2711 -1.68 1.65 -0.86 -0.015
O 2.5714 -3.2682 0.7357 0.41 -0.08 -0.17 0.012
O 0.9497 -1.9094 -0.5490 2.40 -1.10 0.36 0.228
O 3.1183 -2.5359 -1.6092 0.03 -0.12 1.15 0.003
```
Forces are in eV/Å.



[4]
Entry from OMol25: 2 unconnected molecules or ions with the total composition C6H12N2 (the ωB97M-V functional and the def2-TZVPD basis).

SMILES string: Cc1c[nH]cn1.CC
ΔE to the lowest compared entry with this formula, charge and spin: 19.7 kJ/mol
2S+1: 1

Structure (XYZ):
```
20
Properties=species:S:1:pos:R:3:forces:R:3:mulliken_charge:R:1
C 1.8008 -0.4703 2.3765 -0.08 -0.36 -0.07 -1.061
C 0.8732 -1.0512 1.3596 0.08 -0.02 0.09 0.773
C -0.4627 -1.2569 1.4824 -0.25 0.22 0.19 -0.669
N -0.9029 -1.7254 0.2554 0.30 -0.83 0.08 -0.088
C 0.2262 -1.8784 -0.4976 0.05 0.21 -0.61 -0.312
N 1.2947 -1.4538 0.1061 0.15 0.20 0.04 -0.584
H 2.8262 -0.7805 2.1759 -0.05 0.15 -0.07 0.310
H 1.5336 -0.8324 3.3657 -0.02 0.01 0.16 0.311
H 1.7265 0.6108 2.3923 0.19 0.24 -0.04 0.250
H -1.1273 -1.0301 2.3035 0.00 -0.16 -0.15 0.382
H -1.6451 -2.4003 0.1465 -0.33 0.43 0.01 0.257
H 0.1967 -2.2181 -1.5308 -0.05 -0.09 0.36 0.437
C -1.3239 1.2939 -1.5738 0.23 -0.39 -0.24 -0.592
C -0.2844 2.3531 -1.9304 0.35 -0.32 0.31 -0.864
H -2.3337 1.6347 -1.7938 -0.06 -0.10 -0.09 0.379
H -1.1317 0.3638 -2.1185 -0.16 0.12 -0.01 0.159
H -1.2761 1.0191 -0.5248 -0.07 0.13 0.22 0.101
H 0.5863 2.2653 -1.2796 -0.04 0.06 0.17 0.267
H -0.7140 3.3399 -1.7852 0.21 0.22 -0.25 0.285
H 0.1377 2.2167 -2.9293 -0.44 0.29 -0.09 0.260
```
Forces are in eV/Å.